Formula: C26H31AlBr48F8IO
Source: the OMol25 dataset
Level of theory: ωB97M-V/def2-TZVPD

```
! wB97M-V def2-TZVPD RIJCOSX def2/J DEFGRID3
* xyz -1 1
C -2.638 0.171 2.054
C -3.891 -0.477 1.498
C -4.762 0.473 0.700
I -5.587 2.015 1.996
Al -3.761 1.324 -0.864
C -3.374 -0.080 -2.307
C -1.928 -0.606 -2.244
O -1.950 -2.042 -2.409
C -0.701 -2.609 -2.526
C -0.312 -3.435 -1.307
F -1.215 -4.413 -1.245
F 0.849 -4.044 -1.484
C -0.347 -2.786 0.084
F -1.508 -2.286 0.344
F -0.186 -3.784 0.960
C 0.771 -1.716 0.427
F 0.185 -0.667 0.944
F 1.548 -2.202 1.369
C 1.673 -1.214 -0.720
F 1.116 -0.200 -1.314
F 2.789 -0.743 -0.155
H -2.303 1.018 1.474
H -1.865 -0.575 2.157
H -2.865 0.536 3.050
H -3.659 -1.358 0.911
H -4.455 -0.820 2.354
H -5.593 -0.089 0.290
H -2.382 2.040 -0.391
H -4.665 2.497 -1.531
H -3.506 0.417 -3.263
H -4.078 -0.906 -2.294
H -1.396 -0.186 -3.103
H -1.472 -0.319 -1.308
H -0.756 -3.333 -3.334
H 0.065 -1.904 -2.828
H 1.989 -1.969 -1.425
C -1.345 2.590 -5.294
Br -0.944 1.069 -6.405
Br -3.236 2.924 -5.168
Br -0.527 2.423 -3.558
H -0.906 3.447 -5.778
C 2.812 0.680 -8.751
Br 2.271 -0.683 -10.002
Br 1.981 2.376 -9.143
Br 2.487 0.148 -6.931
H 3.877 0.815 -8.862
C -1.839 -0.670 -11.418
Br -1.876 -0.416 -9.509
Br -1.137 0.864 -12.352
Br -0.899 -2.283 -11.909
H -2.864 -0.792 -11.740
C -5.997 -3.856 2.739
Br -7.049 -2.579 3.724
Br -6.517 -3.916 0.883
Br -4.120 -3.497 2.934
H -6.191 -4.831 3.157
C 2.054 -5.249 1.961
Br 2.276 -6.507 0.517
Br 0.205 -5.037 2.442
Br 3.147 -5.714 3.480
H 2.401 -4.291 1.602
C 2.730 5.600 -6.245
Br 2.115 6.186 -7.977
Br 1.397 4.555 -5.331
Br 4.406 4.656 -6.368
H 2.905 6.485 -5.653
C 0.300 -2.013 5.445
Br -1.160 -2.764 6.459
Br 1.892 -3.090 5.594
Br -0.185 -1.718 3.610
H 0.524 -1.049 5.874
C -10.504 -0.324 3.519
Br -10.217 -1.810 2.332
Br -12.380 0.071 3.725
Br -9.645 -0.584 5.228
H -10.044 0.541 3.064
C -3.498 -1.019 -15.181
Br -2.555 0.440 -16.006
Br -4.815 -0.391 -13.923
Br -4.266 -2.206 -16.490
H -2.771 -1.590 -14.620
C -2.592 1.594 7.161
Br -3.763 2.784 8.130
Br -3.101 1.442 5.315
Br -0.745 2.122 7.361
H -2.694 0.617 7.607
C 6.121 -1.407 5.053
Br 5.265 -0.294 6.375
Br 6.680 -3.090 5.808
Br 5.015 -1.658 3.504
H 7.013 -0.890 4.733
C -3.248 3.743 -10.081
Br -3.194 4.956 -11.580
Br -4.535 2.334 -10.354
Br -1.504 3.045 -9.669
H -3.577 4.311 -9.224
C 10.237 -4.084 7.040
Br 10.463 -4.130 8.956
Br 10.705 -2.370 6.302
Br 11.200 -5.507 6.172
H 9.187 -4.246 6.848
C 7.928 0.349 9.081
Br 6.579 0.598 10.434
Br 9.045 1.910 8.891
Br 8.973 -1.240 9.389
H 7.412 0.214 8.141
C -2.624 6.476 7.865
Br -3.760 7.700 8.831
Br -3.146 6.320 6.023
Br -0.762 6.943 8.044
H -2.751 5.502 8.315
C 11.542 4.538 10.181
Br 11.215 6.060 9.047
Br 13.079 3.534 9.601
Br 11.682 5.045 12.033
H 10.684 3.887 10.096
*
```

* LUMO level: 0.64 eV
* E_HOMO: -5.265 eV